Record 1
C59H55N3O7S3TeTi as an isolated structure, computed with wB97M-V/def2-TZVPD.

## Properties
Multiplicity: 2
Molecular weight: 1189.8 g/mol
Charge: -1
Expectation value of S²: 0.76
Gap between HOMO and LUMO (spin up / spin down): 0.19778 / 0.16664 Ha
HOMO level (spin up / spin down): -0.140 / -0.139 Ha
Strongest force on any atom: 0.0257 hartree/bohr
ΔE to the lowest compared entry with this formula, charge and spin: 3.220 eV

Positions of all 129 atoms, in Å:
Ti: -0.354 -0.073 1.191
O: -0.640 3.956 2.452
C: -0.838 2.689 2.138
O: -0.057 2.074 1.421
C: -2.053 2.001 2.592
C: -3.132 2.565 3.196
C: -4.267 1.708 3.424
C: -4.259 0.444 2.940
C: -3.113 -0.055 2.231
N: -1.962 0.716 2.204
C: -2.872 -1.300 1.661
O: -3.777 -2.284 1.498
O: -1.693 -1.529 1.233
H: 0.218 4.211 2.075
H: -3.128 3.605 3.485
H: -5.128 2.084 3.959
H: -5.122 -0.196 3.087
H: -4.643 -1.980 1.792
S: -0.829 -3.656 3.296
C: 0.273 -3.672 2.018
N: 0.906 -2.699 1.374
C: 1.878 -3.202 0.515
C: 2.825 -2.455 -0.193
C: 3.783 -3.094 -0.963
C: 3.809 -4.482 -1.079
C: 2.877 -5.245 -0.392
C: 1.938 -4.607 0.406
S: 0.750 -5.295 1.455
H: 2.798 -1.378 -0.152
H: 4.512 -2.494 -1.495
H: 4.561 -4.965 -1.692
H: 2.896 -6.327 -0.452
C: 0.174 0.482 10.100
C: 1.174 -0.343 10.865
O: 1.263 -0.330 12.067
S: 2.285 -1.406 9.958
C: 1.845 -1.127 8.261
C: 0.863 -1.905 7.652
C: 0.502 -1.673 6.337
C: 1.129 -0.661 5.601
C: 2.138 0.093 6.209
C: 2.493 -0.139 7.526
C: 0.739 -0.412 4.251
C: 0.424 -0.206 3.096
H: -0.504 -0.169 9.546
H: 0.672 1.113 9.365
H: -0.381 1.087 10.812
H: 0.381 -2.693 8.217
H: -0.243 -2.283 5.844
H: 2.632 0.867 5.634
H: 3.272 0.450 7.994
C: -7.587 -2.303 -2.637
C: -6.393 -1.577 -2.081
C: -5.109 -2.058 -2.260
C: -3.987 -1.427 -1.729
C: -2.650 -2.049 -2.001
C: -4.163 -0.248 -0.976
C: -3.083 0.498 -0.311
O: -1.841 0.334 -0.409
C: -5.470 0.273 -0.815
C: -5.738 1.572 -0.089
C: -6.550 -0.397 -1.361
H: -7.285 -3.053 -3.368
H: -8.280 -1.613 -3.121
H: -8.136 -2.815 -1.843
H: -4.960 -2.967 -2.834
H: -2.279 -2.586 -1.131
H: -1.911 -1.295 -2.249
H: -2.736 -2.754 -2.829
H: -3.415 1.406 0.200
H: -5.361 1.565 0.933
H: -6.811 1.755 -0.049
H: -5.275 2.418 -0.602
H: -7.545 0.018 -1.230
C: -0.800 4.763 -7.324
C: -0.506 3.820 -6.189
C: -0.515 2.446 -6.379
C: -0.223 1.557 -5.348
C: -0.265 0.082 -5.646
C: 0.105 2.069 -4.084
Te: 0.436 0.680 -2.442
N: 1.121 0.178 -0.054
C: 2.064 1.109 0.019
O: 2.350 1.912 -0.904
C: 2.907 1.238 1.269
C: 3.449 2.487 1.569
C: 4.249 2.656 2.687
C: 4.547 1.563 3.495
C: 4.022 0.318 3.192
C: 3.187 0.157 2.094
C: 2.140 -0.219 -3.339
C: 3.186 0.533 -3.900
C: 3.254 2.035 -3.872
C: 4.209 -0.147 -4.554
C: 4.221 -1.528 -4.682
C: 5.363 -2.231 -5.363
C: 3.176 -2.244 -4.124
C: 2.138 -1.618 -3.441
C: 1.060 -2.486 -2.859
C: 0.096 3.451 -3.865
C: 0.391 4.072 -2.523
C: -0.208 4.302 -4.924
H: -1.258 4.240 -8.163
H: 0.117 5.234 -7.687
H: -1.475 5.561 -7.011
H: -0.765 2.047 -7.357
H: -0.744 -0.097 -6.609
H: -0.823 -0.465 -4.884
H: 0.740 -0.345 -5.680
H: 3.245 3.313 0.900
H: 4.655 3.632 2.922
H: 5.187 1.688 4.361
H: 4.243 -0.537 3.819
H: 2.732 -0.802 1.902
H: 3.041 2.421 -2.878
H: 2.535 2.469 -4.568
H: 4.249 2.364 -4.171
H: 5.021 0.431 -4.982
H: 5.787 -1.620 -6.160
H: 5.042 -3.182 -5.790
H: 6.162 -2.445 -4.650
H: 3.175 -3.328 -4.187
H: 1.416 -3.511 -2.762
H: 0.173 -2.488 -3.496
H: 0.763 -2.158 -1.862
H: 0.908 3.394 -1.848
H: -0.539 4.391 -2.042
H: 1.015 4.960 -2.646
H: -0.206 5.374 -4.749

Mulliken population analysis, charges in e, atoms 1 to 2: Ti -1.234; O -0.608

Record 2
A 5-piece molecular cluster, C59H57Br2F4O5PS overall, computed with wB97M-V/def2-TZVPD.

## Properties
Multiplicity: 1
SMILES string: C#Cc1c(CCC)c(C[C@@H](C)OCc2ccccc2)c(P(C)C)c2c1C(=O)c1cc(S(C)(=O)=O)c([C@@H](Br)[C@@H](C)Br)cc1C2=O.Fc1ccccc1.Fc1ccccc1.Fc1ccccc1.Fc1ccccc1
Molecular weight: 1144.9 g/mol
Gap between HOMO and LUMO: 0.22567 Ha
HOMO level: -0.281 Ha
Strongest force on any atom: 0.1358 hartree/bohr

Positions of all 129 atoms, in Å:
C: 3.397 -5.588 3.530
C: 3.060 -4.610 2.697
C: 2.823 -3.732 1.365
C: 4.041 -3.169 0.484
C: 5.522 -3.580 1.049
C: 5.977 -2.659 2.310
C: 6.531 -3.660 3.467
C: 3.825 -2.286 -0.827
C: 5.077 -1.706 -1.646
C: 6.125 -0.845 -0.724
C: 7.017 0.133 -1.648
O: 5.506 -0.216 0.428
C: 4.582 0.843 0.058
C: 4.905 2.230 0.865
C: 5.297 3.531 0.062
C: 5.610 4.832 0.890
C: 5.573 4.929 2.482
C: 5.152 3.578 3.237
C: 4.802 2.234 2.446
C: 2.338 -1.976 -1.322
P: 1.882 -0.998 -2.875
C: 2.883 -1.509 -4.402
C: 1.881 0.874 -2.591
C: 1.114 -2.536 -0.434
C: 1.357 -3.404 0.897
C: 0.036 -3.879 1.732
O: -0.073 -5.034 2.247
C: -1.138 -2.747 1.817
C: -1.993 -2.452 3.102
C: -3.092 -1.285 3.087
S: -4.012 -1.069 4.708
C: -4.225 0.706 5.214
O: -5.331 -1.862 4.741
O: -3.140 -1.716 5.801
C: -3.364 -0.370 1.797
C: -4.446 0.825 1.833
Br: -4.446 1.952 0.152
C: -5.975 0.347 2.042
C: -6.842 1.719 2.324
Br: -6.662 -0.603 0.423
C: -2.486 -0.732 0.498
C: -1.392 -1.892 0.496
C: -0.458 -2.248 -0.804
O: -0.943 -2.332 -1.974
H: 3.704 -6.347 4.350
H: 5.460 -4.672 1.460
H: 6.312 -3.627 0.199
H: 6.814 -1.906 2.061
H: 5.071 -2.047 2.702
H: 5.668 -3.968 4.192
H: 6.951 -4.647 3.021
H: 7.353 -3.196 4.130
H: 4.669 -0.941 -2.425
H: 5.687 -2.514 -2.217
H: 6.863 -1.643 -0.295
H: 8.106 0.203 -1.287
H: 6.621 1.207 -1.750
H: 6.990 -0.321 -2.725
H: 4.451 1.007 -1.072
H: 3.534 0.514 0.462
H: 5.351 3.578 -1.087
H: 5.914 5.789 0.327
H: 5.831 5.889 3.058
H: 5.116 3.634 4.396
H: 4.489 1.329 3.087
H: 3.292 -2.588 -4.283
H: 2.292 -1.349 -5.378
H: 3.834 -0.828 -4.455
H: 2.837 1.418 -2.954
H: 1.587 1.160 -1.501
H: 1.016 1.303 -3.250
H: -1.807 -3.067 4.069
H: -3.393 1.387 4.761
H: -5.250 1.066 4.824
H: -4.110 0.770 6.357
H: -4.093 1.564 2.664
H: -6.150 -0.351 2.938
H: -7.323 2.120 1.361
H: -7.571 1.567 3.199
H: -6.072 2.533 2.655
H: -2.600 -0.163 -0.511
F: -9.356 3.305 0.461
C: -9.649 2.810 -0.753
C: -8.978 1.685 -1.210
C: -9.285 1.169 -2.466
C: -10.251 1.791 -3.255
C: -10.915 2.923 -2.788
C: -10.616 3.432 -1.528
H: -8.223 1.219 -0.586
H: -8.771 0.285 -2.831
H: -10.487 1.390 -4.237
H: -11.664 3.408 -3.405
H: -11.129 4.307 -1.144
F: 1.888 3.290 -1.100
C: 1.026 3.884 -0.269
C: 1.159 5.234 0.017
C: 0.251 5.841 0.881
C: -0.771 5.084 1.456
C: -0.886 3.728 1.162
C: 0.012 3.129 0.292
H: 1.965 5.802 -0.434
H: 0.339 6.899 1.107
H: -1.477 5.555 2.134
H: -1.677 3.136 1.612
H: -0.069 2.076 0.047
F: -11.539 -2.010 -3.997
C: -12.100 -1.849 -2.789
C: -11.289 -1.734 -1.670
C: -11.870 -1.561 -0.418
C: -13.258 -1.516 -0.297
C: -14.064 -1.637 -1.426
C: -13.482 -1.799 -2.681
H: -10.212 -1.779 -1.783
H: -11.244 -1.462 0.463
H: -13.711 -1.385 0.681
H: -15.145 -1.606 -1.330
H: -14.094 -1.887 -3.571
F: 9.836 -1.140 -1.446
C: 10.580 -1.123 -2.563
C: 11.700 -1.936 -2.648
C: 12.469 -1.923 -3.808
C: 12.116 -1.088 -4.866
C: 10.992 -0.271 -4.768
C: 10.216 -0.292 -3.613
H: 11.964 -2.574 -1.811
H: 13.343 -2.562 -3.887
H: 12.719 -1.074 -5.769
H: 10.720 0.382 -5.592
H: 9.333 0.330 -3.523

Mulliken population analysis, charges in e, atoms 1 to 2: C -0.512; C -0.433

Record 3
A 10-piece molecular cluster, C59H58BF3N10O21P overall, computed with wB97M-V/def2-TZVPD.

## Properties
Multiplicity: 1
Molecular weight: 1341.9 g/mol
Charge: -1
Gap between HOMO and LUMO: 0.15776 Ha
HOMO level: -0.161 Ha
Strongest force on any atom: 0.1032 hartree/bohr

Positions of all 153 atoms, in Å:
C: -0.769 1.367 1.659
C: -0.058 2.609 0.858
N: 1.374 2.893 1.251
B: 2.318 1.751 0.924
C: 2.636 1.542 -0.676
C: 2.420 -0.045 -1.153
C: 1.383 -0.036 -2.445
F: 1.984 0.848 -3.510
F: 1.102 -1.427 -2.961
F: 0.096 0.530 -1.943
P: 3.990 2.163 1.813
O: 3.794 2.567 3.349
O: 5.003 0.741 1.595
O: 4.800 3.471 0.930
H: -0.923 1.660 2.786
H: -0.265 0.318 1.495
H: -1.867 1.265 1.203
H: -0.679 3.587 1.146
H: -0.173 2.493 -0.310
H: 1.677 3.681 0.603
H: 1.963 0.708 1.386
H: 2.068 2.299 -1.367
H: 3.805 1.736 -0.824
H: 2.024 -0.727 -0.262
H: 3.439 -0.538 -1.526
H: 4.488 -0.051 1.964
H: 4.116 3.832 0.276
C: 6.490 8.322 2.289
C: 5.353 8.804 2.940
C: 4.099 8.689 2.337
C: 3.994 8.081 1.078
C: 5.134 7.603 0.419
C: 6.383 7.727 1.031
N: 2.675 7.934 0.450
O: 1.693 8.387 1.056
O: 2.619 7.362 -0.648
H: 7.464 8.409 2.766
H: 5.444 9.268 3.920
H: 3.223 9.070 2.857
H: 5.068 7.134 -0.560
H: 7.274 7.355 0.529
C: -5.735 0.089 6.278
C: -5.761 -0.027 4.888
C: -4.567 -0.128 4.172
C: -3.347 -0.115 4.862
C: -3.318 0.009 6.257
C: -4.519 0.112 6.962
N: -2.089 -0.246 4.117
O: -2.156 -0.335 2.882
O: -1.033 -0.265 4.765
H: -6.669 0.162 6.833
H: -6.713 -0.042 4.362
H: -4.604 -0.218 3.088
H: -2.378 0.025 6.805
H: -4.507 0.206 8.046
C: 10.224 -1.642 1.475
C: 9.087 -1.159 2.126
C: 7.833 -1.274 1.522
C: 7.728 -1.882 0.264
C: 8.868 -2.360 -0.395
C: 10.117 -2.237 0.217
N: 6.410 -2.029 -0.365
O: 5.427 -1.576 0.242
O: 6.354 -2.601 -1.462
H: 11.199 -1.555 1.952
H: 9.179 -0.695 3.105
H: 6.957 -0.893 2.043
H: 8.802 -2.829 -1.375
H: 11.008 -2.608 -0.286
C: -4.935 -4.627 -0.462
C: -5.200 -5.477 0.613
C: -5.867 -4.993 1.740
C: -6.269 -3.651 1.779
C: -5.997 -2.793 0.704
C: -5.327 -3.288 -0.416
N: -6.992 -3.142 2.950
O: -7.197 -3.927 3.888
O: -7.360 -1.959 2.933
H: -4.420 -5.010 -1.341
H: -4.890 -6.519 0.570
H: -6.066 -5.668 2.569
H: -6.298 -1.748 0.723
H: -5.114 -2.631 -1.257
C: 11.037 -6.346 -4.489
C: 11.479 -7.227 -3.501
C: 12.013 -6.732 -2.310
C: 12.097 -5.346 -2.116
C: 11.661 -4.459 -3.110
C: 11.131 -4.966 -4.298
N: 12.634 -4.819 -0.856
O: 13.026 -5.636 -0.009
O: 12.661 -3.589 -0.709
H: 10.616 -6.736 -5.414
H: 11.403 -8.301 -3.658
H: 12.353 -7.432 -1.550
H: 11.725 -3.381 -2.975
H: 10.788 -4.286 -5.074
C: -8.801 -1.499 -5.471
C: -8.359 -2.380 -4.483
C: -7.825 -1.885 -3.292
C: -7.741 -0.500 -3.098
C: -8.176 0.387 -4.092
C: -8.706 -0.120 -5.280
N: -7.204 0.027 -1.838
O: -6.811 -0.790 -0.991
O: -7.177 1.257 -1.691
H: -9.222 -1.890 -6.396
H: -8.434 -3.454 -4.640
H: -7.485 -2.585 -2.532
H: -8.113 1.465 -3.957
H: -9.050 0.561 -6.056
C: 11.958 -5.923 3.294
C: 11.693 -6.773 4.369
C: 11.026 -6.289 5.496
C: 10.624 -4.947 5.535
C: 10.896 -4.089 4.460
C: 11.566 -4.584 3.340
N: 9.901 -4.438 6.706
O: 9.696 -5.223 7.644
O: 9.532 -3.255 6.689
H: 12.473 -6.307 2.415
H: 12.003 -7.815 4.326
H: 10.827 -6.965 6.325
H: 10.594 -3.044 4.479
H: 11.779 -3.927 2.499
C: -7.523 4.259 2.258
C: -8.414 5.333 2.287
C: -9.360 5.484 1.271
C: -9.408 4.547 0.230
C: -8.510 3.473 0.194
C: -7.566 3.334 1.214
N: -10.417 4.687 -0.827
O: -11.182 5.661 -0.771
O: -10.450 3.820 -1.713
H: -6.790 4.142 3.055
H: -8.373 6.051 3.103
H: -10.048 6.326 1.308
H: -8.533 2.741 -0.611
H: -6.866 2.501 1.197
C: -14.434 2.291 -6.957
C: -14.459 2.174 -8.347
C: -13.265 2.074 -9.064
C: -12.045 2.086 -8.373
C: -12.016 2.210 -6.978
C: -13.217 2.313 -6.273
N: -10.787 1.955 -9.118
O: -10.854 1.866 -10.354
O: -9.731 1.936 -8.470
H: -15.368 2.363 -6.402
H: -15.412 2.159 -8.873
H: -13.302 1.984 -10.147
H: -11.076 2.226 -6.430
H: -13.205 2.407 -5.189

Mulliken population analysis, charges in e, atoms 1 to 2: C -0.599; C -0.493